# 1
ORCA calculation (ωB97M-V/def2-TZVPD) on a gas-phase ion, C3H8O2P (charge -1).

Structure (ORCA input):
```
! wB97M-V def2-TZVPD RIJCOSX def2/J DEFGRID3
* xyz -1 1
P 1.56805 -0.32271 0.59289
O 2.36819 1.03451 -0.04374
O 2.14216 -1.46941 -0.19169
C -1.11913 -1.24084 -0.07231
C -0.78694 1.19124 0.43152
C -0.24617 -0.02663 -0.24218
H -1.83377 1.13179 0.37772
H -0.36223 2.23110 0.08732
H -2.12683 -1.02562 -0.40707
H -1.04548 -1.49930 0.90848
H 2.92170 0.61861 -0.75895
H -0.03259 0.26341 -1.46188
H -0.94309 -2.10826 -0.64654
H -0.50386 1.22213 1.42643
*
```

SMILES ... CC(C)P([O-])O
HOMO ... -2.41 eV
LUMO level ... 4.33 eV
Max |F| ... 4.90 eV Å⁻¹
Relative energy (zero: lowest compared OMol25 entry of this formula, charge and spin) ... 196.3 kJ/mol

---

# 2
ORCA calculation (ωB97M-V/def2-TZVPD) on a gas-phase ion, C4H9NO4P (charge -1).

Structure (ORCA input):
```
! wB97M-V def2-TZVPD RIJCOSX def2/J DEFGRID3
* xyz -1 1
P -1.87805 -0.17152 -2.23376
O 0.00986 -2.18965 -1.05266
O -1.11999 0.48398 -3.34148
O -2.90816 0.64591 -1.46133
O -2.49590 -1.60126 -2.71531
N -1.11395 0.19499 0.94382
C 0.08841 -0.04664 0.13866
C 1.29666 -0.59954 0.97107
C 0.44876 1.24994 -0.67774
C -0.38602 -1.04523 -0.95831
H -1.44975 -0.70507 1.21242
H -1.84835 -1.76914 -3.38511
H 1.03443 0.91383 -1.59284
H 2.19571 0.00303 0.84474
H -1.87982 0.44906 0.15937
H 1.03123 -0.67627 1.97997
H 1.38435 -1.58661 0.43510
H 0.99377 1.97782 0.14820
H -0.44023 1.66828 -1.08427
*
```

SMILES ... CC(C)(N)C(=O)[P@](=O)([O-])O
HOMO ... -4.50 eV
LUMO level ... 3.75 eV
Max |F| ... 3.44 eV Å⁻¹
Relative energy (zero: lowest compared OMol25 entry of this formula, charge and spin) ... 49.0 kJ/mol

---

# 3
ORCA calculation (ωB97M-V/def2-TZVPD) on a molecular structure, C22H32I2IrN2OSb.

Structure (ORCA input):
```
! wB97M-V def2-TZVPD RIJCOSX def2/J DEFGRID3
* xyz 3 6
Ir -0.46883 1.08664 0.82417
I 4.58242 0.59485 1.22416
I 5.20490 6.02987 -1.24591
Sb -0.04498 -1.75654 0.10359
O 1.63831 1.23844 0.29303
N -2.48277 1.25096 0.06283
N -0.56751 3.24963 -0.07752
C -5.18630 1.65845 -0.36719
C 2.35580 2.23404 -0.06411
C 3.77479 2.23857 0.21652
C -2.93671 2.47257 -0.25639
C -2.01765 -4.15997 0.39578
C -3.35689 0.22826 0.13024
C -0.71242 -3.98512 -0.32134
C 0.38339 3.39869 -1.19996
C -0.75071 -4.14222 -1.81102
C -1.95036 3.59706 -0.44552
C 2.63898 4.42341 -1.07568
C 1.06738 -0.90199 2.86294
C -4.28729 2.70334 -0.47259
C -0.02373 -1.83778 2.36525
C 2.11025 -1.89596 -0.72396
C 4.57799 3.29134 -0.11573
C 2.70800 -3.21456 -0.34298
C 4.01648 4.40524 -0.75937
C 2.10970 -1.54848 -2.18374
C -1.39816 -1.47851 2.91176
C -4.70592 0.38516 -0.07349
C 1.82222 3.37534 -0.76029
H -0.97817 -5.19396 -2.02534
H -2.94217 -0.74623 0.35390
H -5.37279 -0.46186 -0.00095
H -1.98622 3.87422 -1.50171
H 2.33446 -4.04135 -0.94838
H 0.20124 -3.92902 -2.29672
H 3.78669 -3.14908 -0.54092
H 1.58065 -0.61818 -2.39090
H -0.26439 3.84804 0.68648
H 3.15276 -1.40712 -2.49168
H -1.54214 -3.55020 -2.27324
H 1.71034 -2.34384 -2.81320
H 2.23614 5.28695 -1.59090
H -1.65646 -0.43233 2.69390
H 0.19449 2.58747 -1.90781
H -2.29188 4.46537 0.11893
H 0.80501 0.16566 2.72370
H 1.18405 -1.02718 3.94311
H -4.62809 3.69935 -0.72456
H 2.47349 -1.06143 -0.10763
H -1.95432 -3.97742 1.46839
H -1.39389 -1.58107 3.99969
H -2.82144 -3.56780 -0.04681
H 2.60063 -3.44766 0.71793
H 0.11695 -4.50570 0.15725
H 2.04180 -1.06868 2.40452
H 0.20540 4.34241 -1.71958
H -2.31063 -5.21143 0.28072
H 5.63400 3.27120 0.11757
H -2.19849 -2.11368 2.53269
H 0.22747 -2.87146 2.60402
H -6.24488 1.82527 -0.51596
*
```

HOMO (spin up / spin down) ... -16.43 / -16.71 eV
LUMO level (spin up / spin down) ... -8.90 / -12.22 eV
Expectation value of S² ... 8.821
Max |F| ... 1.37 eV Å⁻¹
Relative energy (zero: lowest compared OMol25 entry of this formula, charge and spin) ... 86.9 kJ/mol

---

# 4
ORCA calculation (ωB97M-V/def2-TZVPD) on a single C3H5P molecule.

Structure (ORCA input):
```
! wB97M-V def2-TZVPD RIJCOSX def2/J DEFGRID3
* xyz 0 1
P -1.89724 -0.10650 0.24142
C 1.13597 -0.52332 -0.35653
C 1.45978 -0.10187 0.87098
C 0.07537 0.37937 0.19669
H -2.20914 0.97659 -0.69524
H 1.30480 -1.26404 -1.00789
H -1.62160 -0.99743 -0.68042
H 2.05238 -0.07498 1.67973
H 0.13298 1.38271 -0.07067
*
```

SMILES ... PC1C=C1
HOMO ... -8.57 eV
LUMO level ... 1.15 eV
Max |F| ... 7.14 eV Å⁻¹
Relative energy (zero: lowest compared OMol25 entry of this formula, charge and spin) ... 234.0 kJ/mol

---

Question: Among the records above, which one has the highest relative energy (zero: lowest compared OMol25 entry of this formula, charge and spin)?
Answer: C3H5P